Molecular formula: C40H103F6N8O13Ti
Method: DFT, wB97M-V/def2-TZVPD

Structure (XYZ):
```
171
Properties=species:S:1:pos:R:3
Ti -9.84769 -14.60821 12.28144
O -7.67219 -11.74238 13.55948
H -6.89890 -11.25340 13.26876
H -8.41206 -11.81177 12.95172
H -7.59176 -12.59527 13.99274
C -10.50045 -11.92510 10.84275
O -10.88429 -13.18453 10.36280
O -10.03056 -12.13797 12.12768
C -9.58011 -11.20258 9.82133
F -9.16640 -10.02944 10.33186
F -8.46286 -11.86937 9.43889
F -10.23551 -10.92270 8.73004
C -11.92704 -13.34278 9.38375
C -12.03741 -14.85689 9.09401
H -11.17239 -15.23569 8.54962
H -12.01306 -15.43308 10.01894
H -12.93037 -15.04220 8.49705
H -11.76448 -12.77651 8.46668
H -12.90012 -12.98827 9.72364
H -11.37528 -11.28525 10.95836
C -6.35844 -14.82712 14.51422
O -6.05425 -13.51318 14.85704
O -7.56551 -14.65250 13.84197
C -5.07289 -15.61456 14.01225
F -5.35297 -16.90109 13.66441
F -4.47633 -14.98533 12.96517
F -4.12393 -15.75450 14.96421
C -5.69999 -13.12981 16.18550
C -5.67442 -11.58275 16.16796
H -5.42184 -11.13724 17.13016
H -4.92793 -11.20322 15.47024
H -6.68701 -11.31545 15.86578
H -4.75110 -13.51778 16.55590
H -6.46077 -13.49291 16.87650
H -6.65358 -15.34384 15.42745
C -12.62005 -17.39431 14.63139
C -11.58240 -16.85348 13.67803
C -12.03348 -17.36713 12.26095
O -11.89970 -18.75084 12.11415
C -12.74438 -19.29542 11.11653
N -11.52636 -15.40776 13.84047
H -12.81761 -18.46195 14.53533
H -13.58807 -16.91168 14.49690
H -12.33473 -17.16697 15.65852
H -10.67326 -17.37943 13.96947
H -11.40204 -16.96667 11.46784
H -13.01892 -16.93334 12.09118
H -13.79037 -19.32760 11.42144
H -12.39237 -20.27415 10.79054
H -12.63549 -18.62666 10.26272
H -11.06988 -15.31059 14.73616
H -12.44331 -15.04040 14.05105
C -15.71214 -15.45700 10.31406
C -15.57358 -15.08668 11.83228
C -14.59933 -13.91499 12.11327
O -14.27676 -13.88221 13.43773
C -13.42956 -12.77269 13.73851
N -16.82842 -14.99572 12.47782
H -14.80808 -15.88893 9.88488
H -16.06388 -14.66859 9.64863
H -16.44892 -16.25063 10.19000
H -15.16764 -15.97865 12.30946
H -15.07709 -12.99927 11.76496
H -13.62627 -13.96989 11.62518
H -13.26637 -12.50419 14.78224
H -13.73868 -11.80268 13.34912
H -12.44206 -13.01991 13.34886
H -16.57812 -14.68357 13.40519
H -17.26366 -15.89309 12.63718
C -7.87766 -21.56146 11.98565
C -9.31369 -21.24875 12.19422
C -10.00531 -21.90869 13.43123
O -9.96785 -23.31361 13.23299
C -10.68356 -23.95606 14.23105
N -9.49449 -19.79490 12.24635
H -7.49048 -21.07210 11.09194
H -7.80527 -22.64783 11.93418
H -7.27192 -21.20341 12.81809
H -9.87471 -21.55299 11.31060
H -11.06359 -21.65793 13.35894
H -9.56983 -21.66139 14.39937
H -10.62129 -25.04383 14.19973
H -11.72619 -23.64244 14.28266
H -10.31182 -23.61455 15.19711
H -10.40425 -19.43262 12.49373
H -9.27867 -19.47141 11.31420
C -11.07585 -9.76922 15.43512
C -11.40841 -8.82992 14.27447
C -11.39080 -7.35987 14.73030
O -12.50622 -7.14422 15.62603
C -12.48109 -5.85034 16.18725
N -10.27009 -9.05460 13.36347
H -11.17387 -10.75460 14.97956
H -11.68591 -9.66418 16.33228
H -10.03354 -9.53666 15.65329
H -12.35886 -9.16032 13.85546
H -11.48523 -6.69608 13.87091
H -10.44276 -7.04984 15.16985
H -13.41077 -5.47465 16.61463
H -12.26829 -5.14409 15.38474
H -11.74333 -5.79307 16.98757
H -10.23516 -10.05162 13.20592
H -10.57768 -8.70468 12.46735
C -5.81594 -8.21208 10.99644
C -6.39774 -9.51867 11.61844
C -5.74297 -10.81341 11.03550
O -6.34885 -12.02965 11.46481
C -5.92911 -13.16592 10.61702
N -6.15908 -9.48265 13.02862
H -6.19553 -7.31199 11.48003
H -6.14304 -8.25147 9.95743
H -4.72787 -8.17068 11.04656
H -7.46517 -9.52760 11.39792
H -4.72086 -10.78149 11.41283
H -5.67745 -10.79045 9.94771
H -4.86795 -13.29329 10.83102
H -6.10197 -13.02342 9.55029
H -6.39803 -14.10396 10.91419
H -5.17595 -9.37406 13.23300
H -6.57127 -8.62314 13.36243
C -9.66012 -19.24040 15.65166
C -8.46626 -18.40928 15.35867
C -7.55462 -18.05178 16.55535
O -8.32725 -17.18588 17.44377
C -7.51171 -16.68272 18.50185
N -7.65667 -19.06041 14.34443
H -10.15530 -18.94490 16.57664
H -9.40545 -20.25630 15.95363
H -10.34968 -19.30097 14.80967
H -8.81445 -17.44872 14.97897
H -6.54042 -17.74101 16.30451
H -7.45553 -18.98141 17.11577
H -6.66550 -16.12583 18.09950
H -7.15619 -17.51180 19.11369
H -8.16770 -16.04265 19.09184
H -8.20765 -19.19695 13.50904
H -7.02221 -18.33135 14.05111
C -6.51704 -16.95606 10.64122
C -7.92774 -16.54189 10.25318
C -8.57611 -17.41875 9.15701
O -9.02331 -18.73147 9.59602
C -9.81097 -19.39524 8.65502
N -8.64961 -16.51814 11.50918
H -5.99629 -16.26824 11.30742
H -5.90641 -16.99198 9.73905
H -6.61294 -17.94173 11.09657
H -7.88711 -15.54605 9.81188
H -7.97178 -17.40741 8.24995
H -9.42691 -16.88473 8.73384
H -9.28281 -19.84152 7.81242
H -10.59301 -18.77913 8.21126
H -10.41015 -20.18103 9.11505
H -8.83101 -17.44798 11.85934
H -8.11822 -16.07233 12.24333
C -10.05606 -12.95727 16.53362
C -9.75028 -14.30168 17.17306
C -10.90523 -14.67247 18.12844
O -11.13150 -13.56854 19.01136
C -12.06173 -13.91025 19.96865
N -9.68815 -15.25000 16.09422
H -9.22228 -12.58307 15.93957
H -10.12919 -12.18074 17.29503
H -10.97270 -13.03301 15.94870
H -8.81439 -14.30192 17.73180
H -10.53219 -15.53632 18.67860
H -11.80312 -14.90254 17.55487
H -12.91642 -14.46677 19.58411
H -12.43878 -12.96218 20.35217
H -11.72221 -14.49827 20.82132
H -9.34755 -16.09619 16.52786
H -8.91368 -15.05744 15.47518
```

## Properties
- M: 1066.162 g/mol
- HOMO-LUMO gap (spin up / spin down): 4.547 / 8.765 eV
- 2S+1: 4
- Energy above the lowest of the compared OMol25 structures with the same formula, charge and spin: 43.2 kJ/mol
- HOMO energy (spin up / spin down): -4.0677 / -8.2939 eV